C7H8 | the ωB97M-V functional and the def2-TZVPD basis

```
15
Properties=species:S:1:pos:R:3:forces:R:3:mulliken_charge:R:1
C 2.134453 0.093093 0.013106 0.0 0.0 0.0 -1.347
C 0.660925 -0.134379 -0.084023 0.4 -0.1 -0.1 0.886
C 0.028055 -0.663176 -1.265872 -0.1 0.2 0.3 -0.688
C -1.373849 -0.416264 -0.843448 -0.2 -0.2 -0.3 -0.156
C -1.548285 -0.656145 0.667822 0.0 0.0 0.0 -0.605
C -0.397055 0.330073 0.853304 0.1 -0.2 0.2 -0.575
C -0.507424 0.836009 -0.588098 -0.2 0.5 -0.2 -0.382
H 2.415630 1.036713 0.490829 -0.1 -0.1 -0.1 0.326
H 2.566024 -0.725492 0.600277 0.0 0.2 0.0 0.331
H 2.547701 0.039580 -0.997064 0.0 0.1 0.2 0.341
H -1.299985 -1.675522 0.984235 -0.2 0.1 0.0 0.274
H -2.175096 -0.474773 -1.576219 0.1 -0.1 0.2 0.415
H -2.514687 -0.355140 1.078570 0.2 0.2 -0.1 0.330
H -0.185280 0.961077 1.715425 0.1 -0.3 -0.2 0.420
H -0.351123 1.804344 -1.048851 -0.1 -0.3 0.1 0.430
```
Forces are in eV/Å.

## Properties
HOMO level	-7.98	eV
energy relative to the best compared isomer or geometry (same formula, charge and spin)	460.93	kJ/mol
gap between HOMO and LUMO	8.99	eV
total charge	0

C7H8 | the ωB97M-V functional and the def2-TZVPD basis

```
15
Properties=species:S:1:pos:R:3:forces:R:3:mulliken_charge:R:1
C -2.833834 0.818986 0.411881 0.2 0.2 0.5 0.066
C -1.900645 0.076005 0.382554 -1.4 0.2 -0.6 -0.559
C -0.822071 -0.792677 0.089457 0.6 -0.8 -0.4 -0.790
C 0.461795 0.015771 0.214784 -1.3 1.2 3.5 0.448
C 0.619475 1.094213 -0.845241 -0.1 0.2 0.2 -1.321
C 1.613844 -0.822427 0.329148 1.0 -0.7 0.1 -0.941
C 2.580851 -1.527923 0.419858 -0.6 0.4 -0.1 0.199
H -3.552414 1.543135 0.634742 -0.7 0.5 0.0 0.479
H -0.946445 -1.190962 -0.903396 0.0 -0.3 -0.6 0.344
H -0.835232 -1.637466 0.768157 0.2 -0.2 0.2 0.338
H 0.187090 0.438042 1.384453 1.5 -0.4 -3.1 0.196
H 0.813603 0.665903 -1.820990 0.0 -0.4 -0.2 0.344
H -0.261334 1.714318 -0.937967 -0.3 0.1 0.1 0.364
H 1.449441 1.748922 -0.627860 0.3 0.1 0.2 0.367
H 3.425876 -2.143840 0.500419 0.5 -0.3 0.0 0.466
```
Forces are in eV/Å.

## Properties
HOMO level	-9.87	eV
energy relative to the best compared isomer or geometry (same formula, charge and spin)	423.10	kJ/mol
gap between HOMO and LUMO	10.86	eV
structure (SMILES)	C#CC[C@H](C)C#C
total charge	0

C7H8 | the ωB97M-V functional and the def2-TZVPD basis

```
15
Properties=species:S:1:pos:R:3:forces:R:3:mulliken_charge:R:1
C 2.648058 -0.214112 -0.413386 2.2 3.4 -0.8 -0.703
C 1.504165 -0.065498 0.174117 -3.4 -3.1 2.3 0.143
C 0.225900 -1.036088 0.542530 2.8 2.7 0.5 -0.358
C -0.902820 -1.297248 -0.094734 1.0 0.3 0.2 -0.403
C -1.807410 -0.118919 -0.140301 -2.5 -1.1 -0.3 -0.414
C -0.860235 1.050211 0.028295 -0.9 1.7 1.8 -0.578
C 0.298241 0.413769 0.979844 -0.3 1.1 -2.7 -0.091
H 3.306564 0.729706 -0.616614 -1.3 -1.6 0.5 0.184
H 3.090706 -1.090170 -0.816371 -0.2 -0.9 -0.1 0.312
H -0.830480 -2.092311 -0.751055 -0.9 -1.6 -1.4 0.414
H -2.421678 -0.099313 -1.066738 0.8 0.0 0.1 0.287
H -2.675508 -0.194277 0.582100 1.2 0.4 0.0 0.243
H -0.463001 1.401265 -0.979728 -0.4 -0.3 1.5 0.303
H -1.560841 1.829634 0.565523 2.0 -0.7 -1.1 0.269
H 0.448341 0.783345 2.006520 0.0 -0.3 -0.5 0.392
```
Forces are in eV/Å.

## Properties
HOMO level	-8.54	eV
energy relative to the best compared isomer or geometry (same formula, charge and spin)	544.53	kJ/mol
gap between HOMO and LUMO	9.15	eV
structure (SMILES)	C=C1C2=CCC[C@H]12
total charge	0

C7H8AsBF4PtS4 | the ωB97M-V functional and the def2-TZVPD basis

```
26
Properties=species:S:1:pos:R:3:forces:R:3:mulliken_charge:R:1
Pt -0.610288 0.666512 1.409098 0.1 0.0 -0.1 0.677
C 0.532369 -1.402576 -2.961214 0.0 0.0 0.0 -1.424
C 0.635405 -1.357699 -1.467666 0.0 0.0 0.0 0.851
C 1.827406 -0.887312 -0.868014 0.0 0.0 0.0 -0.350
C 1.959090 -0.795221 0.488026 0.0 0.0 0.0 -0.661
C 0.879536 -1.159437 1.328169 0.0 0.0 0.0 -0.666
C -0.305774 -1.636129 0.741359 -0.1 0.0 0.1 -0.568
C -0.408802 -1.736608 -0.659181 0.0 0.0 0.0 -0.478
H 0.606043 -0.389514 -3.359579 0.0 0.0 0.0 0.245
H -0.415587 -1.831335 -3.281059 0.0 0.0 0.0 0.373
H 1.344195 -1.994446 -3.387492 0.0 0.0 0.0 0.376
H 2.645214 -0.583583 -1.509820 0.0 0.0 0.0 0.401
H 2.880961 -0.442973 0.930578 0.0 0.0 0.0 0.408
H 1.051349 -1.281367 2.389988 0.0 0.0 0.0 0.668
H -1.078748 -2.075104 1.360330 0.0 0.0 0.0 0.530
H -1.328004 -2.104517 -1.096169 0.0 0.0 0.0 0.344
S -0.610909 1.567700 4.715154 0.0 0.1 0.0 -0.149
As -2.368745 2.686184 3.682567 0.0 -0.1 0.0 0.204
S -1.553754 2.754329 1.679713 0.0 0.0 0.1 -0.120
S -1.200414 0.028122 3.445453 0.0 -0.1 -0.1 -0.034
S -3.216626 0.514576 3.615511 0.0 0.1 0.0 -0.147
F -0.026048 1.220515 -0.472269 0.0 0.0 0.0 0.253
B -0.276377 2.386793 -1.516733 0.0 0.0 0.0 0.273
F 0.524443 2.011718 -2.563406 0.0 0.0 0.0 -0.375
F 0.128415 3.516385 -0.867150 0.0 0.0 0.0 -0.310
F -1.614351 2.324988 -1.776194 0.0 0.0 0.0 -0.319
```
Forces are in eV/Å.

## Properties
HOMO level	-9.01	eV
energy relative to the best compared isomer or geometry (same formula, charge and spin)	0.00	kJ/mol
gap between HOMO and LUMO	7.54	eV
total charge	0

C7H8BCaF4N2O2Se3Te | the ωB97M-V functional and the def2-TZVPD basis

```
29
Properties=species:S:1:pos:R:3:forces:R:3:mulliken_charge:R:1
Ca 0.643288 -2.526100 1.198312 -0.5 -0.8 1.0 1.087
Se -0.351586 -2.088790 3.922490 0.7 0.8 -0.5 -0.547
Se -1.475000 -4.086916 3.916094 -0.3 -1.3 -0.6 -0.139
Te -1.054170 -5.383116 1.611341 0.0 0.8 0.8 0.024
Se -3.098216 -4.895350 0.330779 0.0 0.1 -0.1 -0.612
F 2.658078 -1.332560 0.648480 0.1 -0.9 -0.7 -0.426
B 2.901025 -2.546072 -0.203932 0.1 0.5 0.2 0.515
F 4.018589 -2.405834 -0.996276 -1.1 -0.3 0.8 -0.285
F 2.870717 -3.629482 0.742926 0.1 0.8 -0.8 -0.357
F 1.643022 -2.654078 -0.934288 0.9 0.0 0.2 -0.408
O 2.829464 3.663829 -0.579243 -0.5 0.2 -0.2 -0.520
C 1.473099 3.919872 -0.971326 0.5 0.7 0.1 -0.407
N 0.828659 2.662797 -0.828672 0.2 -1.1 0.4 -0.090
C -0.460969 2.449045 -1.195696 0.1 0.6 -0.3 0.313
O -1.080436 3.277161 -1.851520 0.1 -0.1 0.2 -0.665
C -1.083503 1.190257 -0.717781 -1.0 -0.7 0.1 0.378
C -2.501747 1.093732 -0.634596 0.6 -0.6 0.5 -0.328
C -3.102457 -0.040007 -0.082707 1.0 0.0 -0.2 -0.667
C -2.273791 -1.102144 0.349837 0.4 0.9 -0.1 -0.028
N -0.927734 -0.984821 0.293656 -0.1 0.6 -1.2 -0.253
C -0.335175 0.111747 -0.287210 -0.7 -0.7 1.1 -0.063
H 3.382120 4.448727 -0.684252 -0.4 -0.1 0.0 0.297
H 1.385810 4.282710 -1.999688 0.1 0.0 0.0 0.319
H 0.970342 4.635955 -0.301500 0.4 0.1 -0.1 0.275
H 1.348838 2.033562 -0.221514 -0.5 0.1 -0.2 0.200
H -3.104487 1.925394 -0.968570 0.1 0.1 0.0 0.471
H -4.179304 -0.098184 0.029034 0.1 -0.1 -0.1 0.402
H -2.703223 -2.049177 0.730214 0.4 0.5 -0.1 0.191
H 0.778754 0.127839 -0.314392 -1.0 -0.3 0.0 0.323
```
Forces are in eV/Å.

## Properties
HOMO level	-3.75	eV
energy relative to the best compared isomer or geometry (same formula, charge and spin)	0.00	kJ/mol
gap between HOMO and LUMO	5.72	eV
total charge	-1

C7H8BNO | the ωB97M-V functional and the def2-TZVPD basis

```
18
Properties=species:S:1:pos:R:3:forces:R:3:mulliken_charge:R:1
B 1.313934 -0.616498 0.565334 -0.4 0.4 -1.0 0.414
C -1.286159 1.103322 -1.770713 -0.2 2.2 -1.2 -0.357
C -2.396312 0.914406 -0.949970 0.4 -1.2 0.6 -0.428
C 0.031605 0.783297 -1.478824 -1.7 -1.7 1.2 -0.848
C -2.267280 0.162293 0.194188 1.7 -0.4 -0.5 -0.581
C 0.151141 -0.040955 -0.322429 1.0 1.4 -0.1 0.247
C -0.963119 -0.265677 0.479881 -0.2 -2.2 1.3 0.489
C -0.535326 -1.136380 1.736784 -0.5 -0.8 -1.8 -0.450
N 4.474080 0.137519 0.168283 -1.9 1.0 -1.1 -0.653
O 0.888255 -1.220389 1.646072 1.3 -0.4 0.1 -0.330
H -1.501996 1.715185 -2.655917 0.3 -0.3 0.1 0.322
H -3.394348 1.206653 -1.184374 -0.3 0.5 -0.7 0.397
H 0.805326 1.013292 -2.179781 0.5 0.1 0.0 0.440
H -3.113561 -0.233598 0.700339 -0.5 0.1 0.7 0.407
H -0.679188 -0.524685 2.560763 -0.8 0.8 1.9 0.303
H -0.877434 -2.210894 1.930205 -0.1 1.7 -0.7 0.266
H 4.470721 -0.649280 -0.453129 0.4 -0.6 -0.3 0.190
H 4.879661 -0.137611 1.013288 1.2 -0.6 1.5 0.175
```
Forces are in eV/Å.

## Properties
HOMO level (alpha / beta)	-7.47 / -5.71	eV
energy relative to the best compared isomer or geometry (same formula, charge and spin)	563.38	kJ/mol
gap between HOMO and LUMO (alpha / beta)	6.65 / 3.11	eV
total charge	0

C7H8BrClN5 | the ωB97M-V functional and the def2-TZVPD basis

```
22
Properties=species:S:1:pos:R:3:forces:R:3:mulliken_charge:R:1
C 2.266317 -1.156384 -1.837099 0.9 0.2 -0.5 -0.794
C 1.943253 -2.108387 -0.827747 -0.6 0.0 0.6 -0.123
C 1.217196 -0.288465 -1.867998 -0.4 0.3 -1.0 0.052
C -2.727933 1.004259 -1.247462 1.2 -2.4 0.5 -0.286
C -3.509802 0.326712 -0.328803 -0.2 -1.7 0.1 -0.204
C -2.988753 -0.890927 0.294191 -1.7 2.8 -1.1 0.668
C -1.044807 -0.493863 -0.902921 -0.8 1.4 -1.2 0.568
N 0.727589 -1.889903 -0.348351 0.8 -1.4 0.1 -1.275
N -1.491391 0.569190 -1.598006 0.1 -1.3 2.0 -0.471
N 0.263123 -0.852334 -1.037139 0.0 1.3 -0.3 0.763
N -1.794531 -1.297837 -0.066516 2.3 1.0 -0.8 0.043
N -1.681566 1.044611 1.805393 1.1 -2.1 -0.5 -0.612
Cl -3.839643 -1.726544 1.432261 -0.3 -0.5 0.4 -0.071
Br -5.318383 0.822743 -0.113246 0.6 -0.1 0.2 -0.045
H 3.143491 -1.146009 -2.514310 -0.6 0.2 1.0 0.368
H 2.540638 -2.891012 -0.364978 -0.1 0.2 -0.4 0.447
H 1.022091 0.655967 -2.424904 0.1 -1.2 0.5 0.403
H -3.025249 1.868489 -1.749387 -0.8 1.2 -0.6 0.597
H -1.176505 -1.977913 0.409327 -0.6 -0.2 0.0 0.324
H -0.791374 0.518344 1.877817 -0.7 0.8 0.0 0.204
H -1.561605 1.808002 1.183586 0.3 0.9 -0.3 0.211
H -1.907452 1.353360 2.710266 -0.3 0.6 1.2 0.235
```
Forces are in eV/Å.

## Properties
HOMO level	-12.85	eV
energy relative to the best compared isomer or geometry (same formula, charge and spin)	0.00	kJ/mol
gap between HOMO and LUMO	8.18	eV
total charge	+1

C7H8BrClOSi | the ωB97M-V functional and the def2-TZVPD basis

```
19
Properties=species:S:1:pos:R:3:forces:R:3:mulliken_charge:R:1
C -1.396880 -1.417455 1.570916 0.1 1.9 -0.3 -1.235
Si -1.773638 0.144654 0.495432 2.9 -1.5 -0.5 0.744
Cl -3.328776 1.059373 1.318262 -0.7 0.8 0.2 -0.232
Br -2.302841 -0.730489 -1.567881 0.2 0.7 0.9 -0.290
C -0.036087 1.197101 0.519496 0.0 0.2 0.9 0.183
C 1.002434 0.250732 -0.079172 -1.9 3.5 -1.7 -0.682
C 1.443231 0.457790 -1.336106 0.4 -2.9 0.2 -0.257
C 1.047413 1.572307 -2.097311 0.8 1.7 -2.7 -0.045
C 0.257037 2.522722 -1.595808 0.8 3.0 0.1 -0.578
C -0.042493 2.568100 -0.152662 -0.8 -0.5 -0.1 0.152
O -0.271146 3.618507 0.419000 0.1 -0.7 0.0 -0.585
H -2.343032 -1.520269 2.033658 -0.9 -0.3 1.1 0.361
H -1.290909 -2.277937 0.994622 0.3 -1.4 -1.4 0.370
H -0.579353 -1.444170 2.295571 -0.2 0.6 0.0 0.363
H 0.100493 1.379839 1.647990 -0.2 -0.5 -1.5 0.319
H 1.168805 -0.569275 0.476657 1.0 -2.9 1.6 0.561
H 1.977062 -0.355679 -1.884697 -0.1 0.8 0.8 0.289
H 1.523543 1.787000 -3.146229 -1.0 -0.8 2.1 0.253
H 0.306771 3.580291 -2.035827 -0.7 -1.8 0.2 0.306
```
Forces are in eV/Å.

## Properties
HOMO level	-9.10	eV
energy relative to the best compared isomer or geometry (same formula, charge and spin)	121.25	kJ/mol
gap between HOMO and LUMO	8.70	eV
structure (SMILES)	C[Si@](Cl)(Br)[C@H]1C=CC=CC1=O
total charge	0

C7H8ClN | the ωB97M-V functional and the def2-TZVPD basis

```
17
Properties=species:S:1:pos:R:3:forces:R:3:mulliken_charge:R:1
C -1.317659 1.026304 -0.008233 2.4 -0.2 -1.8 -1.385
C -0.278953 -0.062403 -0.261500 -0.4 1.4 1.2 0.894
C 0.752014 -0.042829 -1.225841 -0.7 -0.4 0.2 -0.577
C 1.436230 -1.199559 -1.203597 -2.6 0.1 2.7 -0.605
N 0.891722 -1.934705 -0.138462 0.7 1.1 -0.2 -0.090
C -0.092948 -1.149585 0.531275 2.0 -0.7 -4.3 -0.978
H -2.147042 0.672837 0.494849 -1.5 -0.7 1.5 0.393
H -0.818899 1.858354 0.460767 -0.2 0.5 0.4 0.267
H -1.695537 1.365018 -0.964011 0.0 0.3 -0.3 0.400
H 0.948175 0.673956 -1.934596 0.2 1.8 -1.4 0.475
H 2.177610 -1.436553 -1.873059 1.6 -1.3 -1.0 0.453
H 0.989130 -2.922002 -0.159989 0.0 -0.6 0.7 0.216
H -0.715192 -1.503034 1.246560 -1.4 -1.3 2.2 0.548
C 1.017991 0.616238 3.108978 5.2 -3.1 3.0 -0.374
C 1.923491 0.079295 3.715048 -1.7 1.0 -1.0 0.017
Cl 3.097260 -0.634492 4.599355 0.2 -0.1 0.0 -0.172
H 0.244181 1.101912 2.775942 -3.7 2.3 -1.9 0.517
```
Forces are in eV/Å.

## Properties
HOMO level	-8.27	eV
energy relative to the best compared isomer or geometry (same formula, charge and spin)	369.76	kJ/mol
gap between HOMO and LUMO	9.10	eV
structure (SMILES)	Cc1cc[nH]c1.C#CCl
total charge	0

C7H8ClO2P | the ωB97M-V functional and the def2-TZVPD basis

```
19
Properties=species:S:1:pos:R:3:forces:R:3:mulliken_charge:R:1
C -3.166859 0.594223 -0.714453 -2.3 0.1 -2.1 -0.445
C -2.819939 -0.738182 -1.037935 0.6 1.2 0.6 -0.344
C -2.189365 1.472825 -0.353327 0.7 -0.3 0.4 -0.344
C -1.533943 -1.162071 -0.831220 -0.2 -0.3 0.6 -0.533
C -0.883578 1.036640 -0.075734 -2.1 -0.3 -0.2 -0.424
C -0.635282 -0.300511 -0.186429 1.9 -1.7 -0.9 0.483
C 2.978613 -0.012695 1.577765 2.4 0.6 -4.1 -0.336
O 1.459996 -2.337234 0.224464 -0.1 -1.4 0.4 -0.558
O 1.867948 0.177403 0.754696 -0.6 0.0 0.6 -0.104
P 1.096730 -0.962054 -0.040442 -0.2 2.3 -0.6 0.497
Cl 5.089633 0.781859 -0.649102 -0.3 -0.2 0.3 -0.396
H -4.179043 1.102518 -1.041937 1.9 -1.6 0.9 0.224
H -3.407137 -1.486029 -1.479193 -1.5 -0.3 -0.5 0.400
H -2.496838 2.485494 -0.323908 0.3 1.0 0.3 0.391
H -1.326686 -2.185259 -1.149588 0.5 0.3 0.4 0.314
H -0.119841 1.681597 0.181032 1.3 1.4 0.7 0.589
H 3.154602 -0.961200 1.888558 -0.2 -3.1 1.0 0.333
H 3.071613 0.669064 2.323202 -0.3 2.3 2.0 0.341
H 4.039367 0.143612 0.933555 -1.7 0.2 0.3 -0.089
```
Forces are in eV/Å.

## Properties
HOMO level (alpha / beta)	-7.60 / -10.03	eV
energy relative to the best compared isomer or geometry (same formula, charge and spin)	160.16	kJ/mol
gap between HOMO and LUMO (alpha / beta)	4.24 / 8.55	eV
total charge	0

Number 1: electronic energy -271.3559 a.u.. Number 2: electronic energy -271.3703 a.u.. Number 3: electronic energy -271.3240 a.u.. Number 4: electronic energy -4643.9676 a.u.. Number 5: electronic energy -9106.2704 a.u.. Number 6: electronic energy -426.1684 a.u.. Number 7: electronic energy -3579.2600 a.u.. Number 8: electronic energy -3670.5312 a.u.. Number 9: electronic energy -786.3494 a.u.. Number 10: electronic energy -1223.4548 a.u..